Entry 1:
Density functional theory data (wB97M-V/def2-TZVPD) for the ion C3H6NOS with charge -1 in a non-equilibrium geometry.

XYZ file:
```
12
Properties=species:S:1:pos:R:3
N -0.155 0.331 1.488
C 0.470 -0.021 0.218
C 0.079 -1.393 -0.271
O -0.206 -2.300 0.481
C 0.145 1.044 -0.819
S -1.588 0.781 -1.408
H -0.318 -0.527 2.008
H -1.094 0.658 1.251
H 1.562 -0.033 0.390
H 0.146 -1.566 -1.357
H 0.149 1.989 -0.307
H 0.810 1.037 -1.674
```

Output
Frontier orbital gap, eV: 6.86
LUMO, eV: 4.10
E, eV: -17581.9240
Strongest force on any atom, eV/Å: 1.42
ΔE to the lowest compared entry with this formula, charge and spin, kJ/mol: 110.1
Total charge: -1
SMILES string: N[C@@H](C=O)C[S-]
HOMO level, Ha: -0.1014

***

Entry 2:
Density functional theory data (wB97M-V/def2-TZVPD) for an isolated molecule of C21H26N2O3S.

XYZ file:
```
53
Properties=species:S:1:pos:R:3
C 3.982 -1.966 -0.756
C 3.489 -2.166 0.671
N 2.037 -2.070 0.786
C 1.371 -3.187 0.128
C -0.148 -3.078 0.151
C 1.610 -1.938 2.170
C 0.389 -1.043 2.312
O -0.396 -1.120 3.236
N 0.294 -0.097 1.346
C -0.651 0.905 1.386
S -1.778 0.936 2.707
C -2.412 2.431 2.116
C -1.770 2.876 1.008
C -0.754 1.998 0.546
C 0.042 2.266 -0.651
O 0.358 3.392 -0.985
C 0.429 1.094 -1.494
C 1.691 1.071 -2.072
C 2.060 0.060 -2.940
C 1.147 -0.932 -3.250
C -0.128 -0.912 -2.712
C -0.507 0.099 -1.833
O -1.748 0.216 -1.292
C -2.768 -0.659 -1.709
C -2.323 4.183 0.545
C -3.613 4.325 1.384
C -3.479 3.360 2.586
H 3.502 -1.094 -1.193
H 3.776 -2.829 -1.382
H 5.058 -1.807 -0.745
H 3.859 -3.131 1.059
H 3.913 -1.371 1.290
H 1.672 -4.145 0.590
H 1.698 -3.193 -0.912
H -0.458 -2.131 -0.281
H -0.546 -3.146 1.160
H -0.572 -3.889 -0.437
H 2.398 -1.450 2.753
H 1.402 -2.903 2.655
H 0.961 -0.139 0.581
H 2.376 1.870 -1.829
H 3.043 0.056 -3.387
H 1.418 -1.725 -3.931
H -0.827 -1.684 -2.990
H -2.561 -1.694 -1.417
H -2.925 -0.608 -2.791
H -3.666 -0.318 -1.196
H -1.611 4.983 0.757
H -2.520 4.194 -0.527
H -4.470 4.026 0.779
H -3.773 5.351 1.709
H -3.158 3.887 3.489
H -4.416 2.851 2.813
```

Output
Frontier orbital gap, eV: 7.92
LUMO, eV: 0.35
E, eV: -42157.0028
Strongest force on any atom, eV/Å: 0.81
ΔE to the lowest compared entry with this formula, charge and spin, kJ/mol: 203.2
SMILES string: CCN(CC)CC(=O)Nc1sc2c(c1C(=O)c1ccccc1OC)CCC2
HOMO level, Ha: -0.2781

***

Entry 3:
Density functional theory data (wB97M-V/def2-TZVPD) for a cluster of 7 separate species, C31H81N5O12 in total in a non-equilibrium geometry.

XYZ file:
```
129
Properties=species:S:1:pos:R:3
C -2.809 0.781 -8.700
O -2.303 0.003 -7.626
C -1.105 -0.732 -7.983
C -0.610 -1.593 -6.818
N -0.826 -0.796 -5.565
C -0.613 -1.701 -4.399
C -1.119 -0.937 -3.132
O -0.732 -1.546 -1.903
C -1.409 -2.725 -1.442
H -2.157 1.643 -8.836
H -3.755 1.208 -8.368
H -2.874 0.023 -9.480
H -0.284 -0.053 -8.213
H -1.285 -1.303 -8.894
H 0.454 -1.803 -6.924
H -1.209 -2.500 -6.909
H -1.804 -0.613 -5.741
H 0.447 -1.900 -4.245
H -1.118 -2.667 -4.393
H -2.186 -0.716 -3.100
H -0.604 0.014 -2.999
H -0.967 -3.584 -1.948
H -2.496 -2.665 -1.489
H -1.173 -2.782 -0.380
C 4.035 -7.707 2.409
O 3.401 -6.484 2.705
C 3.588 -5.565 1.607
C 2.980 -4.195 1.980
N 3.772 -3.374 2.832
C 3.217 -2.075 3.189
C 2.092 -2.280 4.225
O 2.667 -2.914 5.365
C 1.655 -3.246 6.280
H 5.104 -7.567 2.571
H 3.752 -8.182 1.470
H 3.721 -8.359 3.224
H 3.129 -5.979 0.709
H 4.647 -5.413 1.397
H 1.934 -4.281 2.275
H 2.894 -3.623 1.056
H 3.912 -3.968 3.636
H 2.861 -1.559 2.298
H 4.035 -1.461 3.566
H 1.254 -2.819 3.782
H 1.761 -1.311 4.599
H 0.790 -3.791 5.899
H 1.200 -2.360 6.721
H 2.076 -3.898 7.046
C -3.930 -4.496 4.084
O -5.010 -3.665 3.534
C -4.813 -2.267 3.916
C -5.643 -1.357 3.051
N -7.088 -1.557 3.187
C -7.772 -0.733 2.170
C -9.246 -1.167 2.067
O -9.312 -2.391 1.339
C -10.648 -2.839 1.097
H -2.928 -4.172 3.802
H -3.960 -5.497 3.653
H -3.978 -4.706 5.152
H -3.769 -2.023 4.114
H -5.151 -2.124 4.942
H -5.329 -1.483 2.015
H -5.385 -0.313 3.229
H -7.122 -2.544 2.973
H -7.358 -0.850 1.168
H -7.683 0.342 2.325
H -9.907 -0.407 1.651
H -9.705 -1.288 3.048
H -10.598 -3.758 0.514
H -11.403 -2.193 0.647
H -11.142 -3.169 2.011
C 0.018 4.599 -0.095
O 0.249 4.618 1.312
C -0.399 5.698 1.941
C -0.346 5.371 3.494
N -1.141 4.197 3.845
C -0.827 3.659 5.164
C -1.841 2.601 5.580
O -1.335 2.113 6.776
C -2.230 1.350 7.659
H -1.062 4.572 -0.240
H 0.460 3.690 -0.502
H 0.410 5.434 -0.677
H -1.431 5.848 1.623
H 0.157 6.629 1.834
H -0.483 6.238 4.140
H 0.701 5.126 3.672
H -0.989 3.469 3.163
H -0.881 4.502 5.852
H 0.196 3.283 5.196
H -2.078 1.789 4.892
H -2.776 3.129 5.766
H -3.114 1.980 7.750
H -1.752 1.078 8.600
H -2.509 0.486 7.056
C 11.801 2.873 -6.343
O 10.564 3.015 -5.701
C 9.469 2.743 -6.609
C 8.238 3.627 -6.309
N 7.627 3.161 -5.022
C 6.493 3.960 -4.513
C 5.929 3.298 -3.209
O 5.222 2.029 -3.470
C 4.823 1.301 -2.332
H 12.618 2.834 -5.622
H 11.901 3.639 -7.111
H 11.983 2.011 -6.985
H 9.355 1.659 -6.627
H 9.659 2.983 -7.655
H 7.433 3.566 -7.041
H 8.534 4.672 -6.217
H 7.376 2.207 -5.240
H 5.726 4.069 -5.279
H 6.805 4.990 -4.336
H 5.176 3.979 -2.813
H 6.720 3.135 -2.477
H 4.664 0.267 -2.639
H 3.876 1.692 -1.962
H 5.540 1.244 -1.513
C -4.956 3.577 0.761
O -4.045 2.972 -0.110
H -5.117 3.003 1.673
H -4.584 4.559 1.050
H -5.936 3.539 0.283
H -4.451 2.608 -0.900
O -1.523 1.085 1.529
H -2.042 1.643 0.949
H -0.932 0.614 0.942
```

Output
Frontier orbital gap, eV: 8.65
LUMO, eV: 0.29
E, eV: -65470.5024
Strongest force on any atom, eV/Å: 2.93
ΔE to the lowest compared entry with this formula, charge and spin, kJ/mol: 87.6
SMILES string: COCCNCCOC.COCCNCCOC.COCCNCCOC.COCCNCCOC.COCCNCCOC.CO.O
HOMO level, Ha: -0.3071

***

Entry 4:
Density functional theory data (wB97M-V/def2-TZVPD) for a cluster of 2 separate species, C34H49BrFINO7S in total in a non-equilibrium geometry.

XYZ file:
```
95
Properties=species:S:1:pos:R:3
C -1.958 -1.470 4.777
C -2.562 -1.905 3.302
C -1.439 -2.686 2.344
C -0.025 -1.897 2.190
C 0.626 -1.804 0.698
C 1.438 -3.227 0.551
S 0.381 -4.738 0.238
O 0.918 -5.627 -0.916
O 0.449 -5.609 1.548
C -0.328 -1.304 -0.582
C -0.161 -2.013 -2.036
C -1.250 -3.172 -2.417
C -2.826 -3.246 -1.981
C -3.884 -4.458 -2.406
C -3.344 -5.699 -3.335
C -1.779 -5.636 -3.834
C -0.721 -4.412 -3.407
C 0.792 -4.537 -4.021
C -0.492 0.357 -0.483
C -1.879 0.781 0.351
C -3.267 0.388 -0.496
C -4.165 1.745 -0.823
C -0.689 1.220 -1.858
C 0.670 1.392 -2.781
C 0.159 1.405 -4.374
I 1.560 3.375 -2.434
N 0.740 0.644 0.406
F 0.286 1.343 1.510
C 1.712 -0.526 0.682
C 2.829 -0.484 -0.515
C 4.264 -1.191 -0.201
O 4.502 -2.308 0.487
C 2.528 -0.179 2.059
C 3.405 1.244 1.974
C 5.027 0.988 2.292
Br 6.156 1.746 0.772
H -2.670 -1.815 5.642
H -0.923 -2.002 4.924
H -1.759 -0.295 4.819
H -3.381 -2.742 3.533
H -3.132 -1.051 2.742
H -1.960 -3.018 1.352
H -1.208 -3.697 2.936
H 0.771 -2.468 2.873
H -0.165 -0.844 2.736
H 2.201 -3.185 -0.366
H 2.118 -3.475 1.492
H -0.991 -4.470 0.038
H -1.388 -1.642 -0.232
H -0.153 -1.263 -2.965
H 0.912 -2.535 -2.086
H -3.264 -2.411 -1.287
H -5.009 -4.478 -2.037
H -3.981 -6.630 -3.680
H -1.370 -6.516 -4.529
H 1.652 -4.175 -3.315
H 1.043 -5.632 -4.381
H 0.840 -3.859 -5.002
H -1.965 1.964 0.491
H -1.987 0.196 1.372
H -3.054 -0.249 -1.454
H -3.959 -0.274 0.214
H -3.980 2.618 -0.058
H -5.296 1.415 -0.688
H -3.955 2.160 -1.908
H -1.500 0.757 -2.603
H -0.985 2.326 -1.521
H 1.420 0.496 -2.709
H -0.846 1.996 -4.472
H 1.001 1.726 -5.121
H -0.094 0.266 -4.624
H 1.258 1.442 -0.073
H 2.385 -1.042 -1.473
H 3.078 0.615 -0.912
H 5.229 -0.684 -0.691
H 1.832 -0.016 3.015
H 3.286 -1.035 2.404
H 3.222 1.835 0.981
H 3.048 1.969 2.852
H 5.292 -0.167 2.317
H 5.354 1.435 3.337
C 0.617 5.817 0.974
C 1.435 6.796 0.586
C 1.267 8.189 1.085
O 2.046 9.064 0.725
C 0.148 8.462 2.001
C -0.672 7.483 2.387
C -0.487 6.085 1.909
O -1.246 5.203 2.296
O -1.727 7.733 3.246
O 2.473 6.552 -0.295
H 0.729 4.799 0.621
H 0.026 9.482 2.342
H -2.170 6.866 3.374
H 2.920 7.417 -0.419
```

Output
Frontier orbital gap, eV: 6.91
LUMO, eV: -3.68
E, eV: -143541.7189
Strongest force on any atom, eV/Å: 8.35
Total charge: +1
HOMO level, Ha: -0.3890

***

Entry 5:
Density functional theory data (wB97M-V/def2-TZVPD) for a cluster of 10 separate species, C20H60O10 in total in a non-equilibrium geometry.

XYZ file:
```
90
Properties=species:S:1:pos:R:3
C 3.186 -12.272 32.999
C 1.982 -11.369 33.257
C 0.648 -12.104 33.805
O 2.457 -10.516 34.333
H 4.088 -11.790 32.622
H 2.954 -12.902 32.141
H 3.452 -13.007 33.759
H 1.834 -10.724 32.391
H -0.083 -12.089 32.996
H 0.141 -11.633 34.647
H 0.774 -13.146 34.102
H 1.671 -10.338 34.853
C -3.625 -5.509 35.896
C -3.164 -6.721 35.085
C -3.685 -6.562 33.622
O -1.710 -6.797 34.984
H -3.321 -4.560 35.455
H -3.041 -5.536 36.817
H -4.684 -5.387 36.122
H -3.575 -7.637 35.510
H -3.446 -5.619 33.131
H -4.774 -6.587 33.658
H -3.332 -7.382 32.996
H -1.423 -6.031 34.482
C -8.579 -5.406 41.751
C -8.235 -6.107 43.128
C -9.050 -5.600 44.296
O -8.472 -7.530 42.897
H -7.782 -5.607 41.036
H -8.761 -4.331 41.771
H -9.478 -5.826 41.300
H -7.188 -5.892 43.340
H -8.918 -6.269 45.147
H -10.124 -5.669 44.125
H -8.865 -4.541 44.477
H -8.086 -7.764 42.050
C -3.163 -9.025 25.266
C -2.559 -8.759 26.615
C -2.173 -9.988 27.514
O -1.339 -8.093 26.459
H -4.116 -9.555 25.272
H -2.567 -9.648 24.599
H -3.243 -8.047 24.792
H -3.242 -8.061 27.099
H -1.352 -10.558 27.079
H -2.972 -10.720 27.628
H -1.740 -9.712 28.475
H -1.319 -7.214 26.844
C 0.550 -0.569 37.444
C 1.752 0.071 38.192
C 1.457 0.629 39.497
O 2.614 -0.961 38.272
H 0.882 -0.935 36.473
H -0.189 0.225 37.334
H 0.120 -1.402 38.001
H 2.201 0.936 37.704
H 1.055 -0.120 40.180
H 0.678 1.390 39.466
H 2.365 1.031 39.946
H 3.503 -0.745 37.980
C 4.144 -5.145 35.045
O 4.541 -5.985 33.983
H 4.458 -5.260 36.082
H 4.231 -4.111 34.710
H 3.062 -5.127 35.181
H 4.300 -6.874 34.253
C -8.164 -9.180 28.716
O -7.437 -10.164 28.148
H -7.935 -8.145 28.463
H -9.232 -9.399 28.729
H -7.954 -9.206 29.785
H -7.734 -10.276 27.242
C -3.319 -1.847 41.667
O -4.607 -2.233 41.337
H -3.210 -1.963 42.745
H -2.631 -2.513 41.147
H -3.029 -0.801 41.563
H -4.863 -1.707 40.576
C -7.691 -10.916 36.711
O -7.584 -9.938 37.646
H -8.752 -10.944 36.464
H -6.922 -10.665 35.980
H -7.610 -11.942 37.069
H -6.658 -9.845 37.880
C 1.380 -3.742 29.033
O 0.027 -3.704 28.551
H 2.193 -4.316 28.591
H 1.684 -2.702 28.916
H 1.502 -3.979 30.090
H 0.069 -2.936 27.975
```

Output
Frontier orbital gap, eV: 10.27
LUMO, eV: 0.25
E, eV: -42181.6527
Strongest force on any atom, eV/Å: 3.94
ΔE to the lowest compared entry with this formula, charge and spin, kJ/mol: 496.5
SMILES string: CC(C)O.CC(C)O.CC(C)O.CC(C)O.CC(C)O.CO.CO.CO.CO.CO
HOMO level, Ha: -0.3680

***

Entry 6:
Density functional theory data (wB97M-V/def2-TZVPD) for a cluster of 2 separate species, C5H8N2 in total.

XYZ file:
```
15
Properties=species:S:1:pos:R:3
C -1.982 -1.560 0.914
N -0.909 -0.747 0.361
C -0.632 -0.591 -1.014
C 0.444 0.239 -1.206
C 0.748 0.526 0.207
C 1.731 1.288 0.714
N -0.128 -0.111 1.135
H -2.920 -1.274 0.434
H -2.029 -1.384 1.987
H -1.771 -2.611 0.707
H -1.291 -1.115 -1.699
H 2.020 1.885 -2.271
H 2.516 2.436 -2.396
H 2.420 1.790 0.042
H 1.850 1.411 1.787
```

Output
Frontier orbital gap, eV: 6.90
LUMO, eV: -1.05
E, eV: -8289.6626
Strongest force on any atom, eV/Å: 0.48
ΔE to the lowest compared entry with this formula, charge and spin, kJ/mol: 514.6
HOMO level, Ha: -0.2918

***

Entry 7:
Density functional theory data (wB97M-V/def2-TZVPD) for the ion H4NO2SSi with charge -1 in a non-equilibrium geometry.

XYZ file:
```
9
Properties=species:S:1:pos:R:3
N -1.300 0.709 -0.931
O -0.384 -1.932 1.603
O 2.102 -1.371 1.322
Si 0.264 0.485 -0.077
S 0.804 -1.754 0.702
H -1.970 -0.086 -0.916
H -1.355 1.306 -1.775
H 1.141 1.382 -1.008
H 0.697 1.261 1.081
```

Output
Frontier orbital gap, eV: 6.56
LUMO, eV: 3.87
E, eV: -24363.5230
Strongest force on any atom, eV/Å: 1.76
ΔE to the lowest compared entry with this formula, charge and spin, kJ/mol: 80.1
Total charge: -1
HOMO level, Ha: -0.0988

***

Entry 8:
Density functional theory data (wB97M-V/def2-TZVPD) for an isolated molecule of C18H28ClFN2O.

XYZ file:
```
51
Properties=species:S:1:pos:R:3
C -2.670 -4.441 -2.908
C -2.686 -2.954 -3.256
C -3.398 -2.738 -4.589
C -3.372 -2.141 -2.151
C -2.534 -1.986 -0.868
N -2.204 -0.588 -0.638
C -1.908 -0.253 0.740
C -0.504 -0.675 1.182
N 0.464 -0.046 0.304
C 1.833 -0.268 0.739
C 2.104 0.491 2.008
C 2.380 -0.151 3.208
F 2.421 -1.501 3.230
C 2.617 0.527 4.390
C 2.575 1.909 4.383
C 2.301 2.591 3.210
C 2.069 1.884 2.041
Cl 1.741 2.754 0.594
C 0.246 -0.469 -1.064
C -1.169 -0.068 -1.524
C -1.297 1.461 -1.638
C -1.104 1.973 -3.069
O 0.177 1.729 -3.601
H -2.180 -4.615 -1.953
H -3.687 -4.823 -2.843
H -2.140 -5.007 -3.672
H -1.649 -2.613 -3.359
H -2.923 -3.320 -5.376
H -3.372 -1.689 -4.876
H -4.439 -3.046 -4.516
H -3.599 -1.140 -2.519
H -4.323 -2.619 -1.914
H -1.641 -2.626 -0.928
H -3.116 -2.323 -0.008
H -1.983 0.832 0.842
H -2.658 -0.713 1.386
H -0.410 -1.777 1.162
H -0.328 -0.336 2.205
H 2.499 0.109 -0.044
H 2.050 -1.339 0.892
H 2.828 -0.030 5.289
H 2.756 2.458 5.294
H 2.268 3.669 3.196
H 0.377 -1.564 -1.173
H 0.988 0.025 -1.696
H -1.348 -0.509 -2.510
H -0.569 1.935 -0.982
H -2.299 1.751 -1.319
H -1.217 3.059 -3.086
H -1.874 1.535 -3.722
H 0.309 0.777 -3.658
```

Output
Frontier orbital gap, eV: 8.90
LUMO, eV: 0.77
E, eV: -39387.8781
Strongest force on any atom, eV/Å: 0.61
ΔE to the lowest compared entry with this formula, charge and spin, kJ/mol: 16.5
SMILES string: CC(C)CCN1CCN(Cc2c(F)cccc2Cl)C[C@@H]1CCO
HOMO level, Ha: -0.2989